ORCA calculation (wB97M-V/def2-TZVPD) on C19H22N4O2 in the gas phase.

**E_HOMO**: -8.575 eV
**Kohn-Sham gap**: 0.345 Eh

CARTESIAN COORDINATES (ANGSTROEM)
C 2.84 3.99 -1.21
C 1.96 3.05 -0.39
C 1.92 1.69 -1.02
C 1.07 1.42 -2.09
C 1.09 0.17 -2.67
C 1.95 -0.80 -2.17
C 1.96 -2.21 -2.70
N 1.34 -3.20 -1.82
C 2.09 -3.45 -0.61
C -0.07 -2.98 -1.60
C -0.41 -1.74 -0.83
N 0.06 -1.35 0.32
C -0.58 -0.15 0.52
C -0.32 0.68 1.72
O -1.41 1.48 2.10
C -2.57 0.86 2.48
C -2.73 -0.52 2.61
C -3.95 -1.03 3.02
C -5.01 -0.19 3.32
C -4.84 1.18 3.20
C -3.64 1.70 2.79
N -1.39 0.15 -0.45
O -1.30 -0.88 -1.33
N 2.77 -0.54 -1.16
C 2.75 0.66 -0.61
H 3.86 3.61 -1.28
H 2.87 4.98 -0.75
H 2.45 4.10 -2.22
H 0.95 3.46 -0.32
H 2.37 2.97 0.62
H 0.40 2.18 -2.46
H 0.43 -0.07 -3.50
H 1.44 -2.25 -3.66
H 2.99 -2.53 -2.85
H 2.13 -2.58 0.06
H 1.63 -4.28 -0.08
H 3.11 -3.73 -0.89
H -0.45 -3.84 -1.04
H -0.58 -2.92 -2.56
H 0.49 1.38 1.50
H 0.01 0.02 2.54
H -1.93 -1.20 2.38
H -4.07 -2.10 3.11
H -5.96 -0.60 3.64
H -5.66 1.85 3.43
H -3.49 2.77 2.68
H 3.45 0.80 0.21

ORCA calculation (wB97M-V/def2-TZVPD) on C19H22N4O2S in the gas phase.

**E_HOMO**: -8.187 eV
**Kohn-Sham gap**: 0.318 Eh

CARTESIAN COORDINATES (ANGSTROEM)
C -5.07 -1.37 -2.53
C -4.00 -1.38 -1.48
C -3.35 -2.56 -1.13
C -2.39 -2.55 -0.14
C -2.04 -1.39 0.53
C -1.00 -1.43 1.62
C -2.69 -0.20 0.18
N -2.33 0.98 0.85
C -2.70 2.26 0.59
O -3.50 2.61 -0.25
C -1.96 3.27 1.47
C -0.64 3.67 0.80
C 0.34 2.52 0.79
O 0.36 1.61 1.61
N 1.22 2.54 -0.23
N 2.16 1.51 -0.32
C 3.30 1.71 -1.01
S 3.54 3.09 -1.90
N 4.24 0.73 -0.99
C 4.19 -0.54 -0.41
C 3.02 -1.29 -0.33
C 3.04 -2.54 0.26
C 4.22 -3.07 0.75
C 5.39 -2.35 0.63
C 5.39 -1.09 0.06
C -3.66 -0.21 -0.81
H -6.03 -1.63 -2.08
H -4.85 -2.10 -3.31
H -5.16 -0.38 -2.97
H -3.60 -3.48 -1.63
H -1.89 -3.48 0.12
H -0.55 -2.42 1.67
H -0.20 -0.71 1.45
H -1.45 -1.22 2.59
H -1.59 0.86 1.54
H -1.76 2.85 2.46
H -2.59 4.15 1.57
H -0.18 4.49 1.36
H -0.82 4.01 -0.22
H 1.40 3.30 -0.88
H 2.11 0.88 0.48
H 5.12 1.00 -1.42
H 2.10 -0.91 -0.75
H 2.12 -3.11 0.32
H 4.23 -4.05 1.20
H 6.32 -2.76 1.00
H 6.30 -0.53 -0.03
H -4.15 0.71 -1.07

The evaluated maximum force for the records listed, in turn: 1.26 0.64 eV/Å.